Molecular formula: C4H5NS
Method: DFT, ωB97M-V with the def2-TZVPD basis set

Each line ends with the natural charge from an NBO analysis.
Atoms and positions in Å:
C 1.5659 -2.2794 -0.2501  -0.69
C 0.5524 -1.1246 -0.2496  0.08
C -0.2150 -0.1822 -0.0663  -0.12
C -1.0817 0.9039 0.0868  0.02
H 1.1807 -3.2305 -0.6046  0.24
H 1.5392 -2.4690 0.9824  0.26
H 2.5113 -1.9972 -0.8667  0.26
H -2.0729 0.6326 -0.5685  0.16
H -1.2975 4.2793 1.0677  0.14
N -0.7574 2.1280 0.3617  -0.53
S -1.9251 3.3390 0.1072  0.18

Forces on the atoms, in the same order (eV/Å):
-0.89 1.44 2.33
-0.43 0.30 0.02
2.94 -2.41 0.29
-2.68 1.49 -3.25
-0.32 0.22 -0.45
1.34 0.48 -3.23
-1.42 -0.50 1.85
1.57 0.91 2.01
-1.15 -1.61 -1.82
-0.29 -1.58 0.40
1.34 1.27 1.86

* spin multiplicity: 1
* SMILES: CC#C/C=N/S
* Kohn-Sham gap: 8.9 eV


Molecular formula: C4H14N2O
Method: DFT, ωB97M-V with the def2-TZVPD basis set

Each line ends with the natural charge from an NBO analysis.
Atoms and positions in Å:
N -1.8603 -2.3968 -0.7316  -0.81
C -1.6409 -1.1014 0.0754  -0.24
C -0.1206 -1.0304 0.6409  -0.23
N 0.4083 0.3705 0.7855  -0.46
C 1.8631 0.4115 0.7652  -0.39
C -0.1661 1.3171 1.7739  -0.41
H -2.1411 -2.2378 -1.6003  0.35
H -2.6215 -2.6617 -0.2515  0.34
H -2.3567 -1.2518 0.8554  0.17
H -1.8186 -0.1066 -0.3191  0.19
H 0.3668 -1.6968 -0.0471  0.22
H -0.1070 -1.4624 1.6936  0.16
H 2.2922 0.3803 1.8294  0.15
H 2.1709 -0.4054 0.1816  0.20
H 2.1829 1.3101 0.3277  0.19
H -1.1614 1.6516 1.4927  0.19
H 0.4993 2.1121 1.9275  0.21
H -0.3991 0.6927 2.6443  0.17
H 1.2402 1.5306 -3.4267  0.48
H 2.0445 2.6288 -4.3020  0.48
O 1.3253 1.9458 -4.3150  -0.95

Forces on the atoms, in the same order (eV/Å):
4.35 2.39 3.66
2.13 -0.82 0.41
-2.58 1.28 2.15
0.00 -0.27 -1.72
-1.19 -0.14 2.57
-1.44 -3.58 -0.84
-1.18 1.05 -4.82
-3.30 -2.26 1.52
-0.13 0.46 0.98
-0.27 -0.17 -0.99
1.03 0.30 -0.17
-0.02 -0.15 -1.08
-0.22 -0.28 -1.22
0.89 -1.02 -0.58
0.62 1.33 -0.64
0.05 0.41 -0.49
0.79 1.00 0.42
0.48 0.49 0.83
0.41 0.75 -0.90
-1.05 -1.15 0.40
0.63 0.39 0.52

* spin multiplicity: 1
* SMILES: CN(C)CCN.O
* Kohn-Sham gap: 8.8 eV


In order of appearance, HOMO level = -8.60; -8.02 eV.